1.
49
Properties=species:S:1:pos:R:3:forces:R:3 method="wB97M-V/def2-TZVPD" smiles="OC[C@H]1O[C@H](F)[C@H](O)[C@@H](O)[C@@H]1O.CNC(=O)[C@H](CC(N)=O)NC(C)=O" fmax_ev_per_a=1.9 de_lowest_kj_mol=39.23 e_tot_ev=-37439.25444 e_homo_ev=-9.24
C 0.967 0.027 -0.026 0.808 1.212 -1.280
F -4.452 3.196 0.697 -0.144 0.069 -0.168
C -4.895 -0.878 1.782 0.421 0.811 0.714
H 2.431 -1.578 -2.714 0.154 0.025 0.059
H 0.449 -0.041 1.869 -0.126 -0.198 0.274
C 3.491 -2.174 0.395 0.383 -0.030 1.146
H -1.473 1.762 0.973 -0.097 -0.033 0.052
O -1.762 3.390 -0.285 -0.424 -0.343 0.451
N 3.044 -2.218 -0.862 -0.095 -0.002 -1.123
H 3.141 -4.178 1.046 0.036 -0.193 -0.017
H 0.469 -1.655 -1.264 0.049 -0.182 -0.113
H -3.630 -0.440 3.218 -0.290 -0.400 -0.373
O -3.890 -1.246 2.734 -0.109 -0.009 -0.159
O -3.759 -0.908 -1.015 -0.067 0.007 0.250
H 4.622 2.559 -1.215 0.116 0.053 -0.047
C 3.976 -3.483 0.970 -0.006 0.024 -0.061
C -2.759 1.227 -0.665 0.651 0.712 0.245
N 0.401 -0.553 1.008 -0.905 -1.274 0.963
C 3.418 0.103 -1.976 0.478 0.688 -0.706
C -3.445 2.548 1.348 0.511 -1.281 0.297
O 3.533 -1.164 1.080 -0.130 0.436 -0.017
C -4.419 0.349 0.997 -0.050 -0.415 -0.747
H 0.669 -0.130 -2.113 0.028 0.045 0.052
H -5.265 0.746 0.426 0.065 0.063 0.014
C -2.278 2.224 0.391 -0.178 0.386 -0.218
O 3.334 0.666 -3.065 -0.343 -0.416 0.289
H 0.078 -1.498 0.950 -0.073 -0.152 0.365
C 5.199 1.633 -1.186 -0.557 -0.173 -0.385
H -3.563 1.691 -1.249 -0.016 -0.071 0.030
C 1.082 -0.757 -1.323 0.039 0.313 0.119
O 1.352 1.178 0.078 0.344 0.498 -0.457
N 4.291 0.498 -1.044 0.375 -0.545 0.808
H 5.890 1.667 -0.342 -0.166 -0.156 -0.058
H 4.751 -3.898 0.329 0.002 -0.205 -0.007
O -3.953 1.339 1.943 0.401 0.807 -0.680
H -3.072 3.199 2.144 -0.378 -0.214 0.200
H -2.484 -0.516 0.571 -0.013 0.071 0.081
H -5.825 -0.632 2.304 -0.010 0.027 -0.015
H 4.229 0.045 -0.139 -0.109 0.204 -0.026
H 5.764 1.541 -2.116 -0.047 0.062 0.067
H -3.093 -0.908 -1.728 -0.339 0.122 0.528
H -1.282 3.975 0.328 -0.235 -0.573 -0.266
C 2.522 -1.134 -1.722 -0.271 -0.104 0.451
H 4.388 -3.302 1.962 -0.095 0.015 -0.157
H 3.092 -3.124 -1.298 0.021 0.064 -0.096
H -5.105 -1.711 1.103 0.347 0.146 0.141
H -1.210 1.713 -1.783 -0.381 -0.475 0.269
O -1.672 0.887 -1.532 -0.140 0.155 0.100
C -3.296 -0.032 0.016 0.568 0.428 -0.791

=====

2.
6
Properties=species:S:1:pos:R:3:forces:R:3 method="wB97M-V/def2-TZVPD" fmax_ev_per_a=4.7 de_lowest_kj_mol=170.65 e_tot_ev=-20503.99039 e_homo_ev=-9.63
I 2.344 -0.529 0.008 -0.704 0.409 -0.489
P -0.507 1.351 0.261 0.349 -0.113 0.343
O -1.794 1.469 -0.443 -0.082 -0.092 -0.160
C 0.139 -0.327 -0.109 1.128 -2.260 3.955
H -0.270 -0.866 -0.966 0.037 -0.209 0.400
H 0.088 -1.098 1.250 -0.727 2.265 -4.050